Entry 1:
46
Properties=species:S:1:pos:R:3:forces:R:3:nbo_charge:R:1 method="wB97M-V/def2-TZVPD" largest_force_ev_per_a=1.52 total_charge=+3 mol_weight_g_mol=650.3 lumo_ev="-12.5 / -12.5" relative_energy_ev=0.425 homo_lumo_gap_ev="6.639 / 6.638" e_tot_ev=-152997.97089
Pt 1.01307 -0.71720 0.53213 0.649 -1.054 0.268 0.9033
C 4.71855 -0.79165 0.37226 0.034 -0.019 0.007 -0.6779
C 3.92234 0.44714 0.51376 -0.016 -0.038 0.001 0.4759
N 2.60166 0.55343 0.52589 0.317 0.244 -0.037 -0.5340
C 2.28989 1.89269 0.67467 -0.207 -0.200 0.033 -0.0953
C 3.45419 2.61275 0.76210 -0.112 0.081 0.040 0.1575
N 4.43831 1.68715 0.65393 0.029 0.001 0.004 -0.4459
C 3.88947 4.05287 0.96079 0.104 -0.044 -0.026 0.7549
O 2.96751 4.98681 1.05613 -0.198 0.021 -0.002 -0.6000
O 5.06376 4.24465 1.01889 -0.051 -0.030 -0.017 -0.4721
C 0.90426 2.26806 0.71465 0.232 0.208 -0.017 0.8121
O 0.36208 3.30689 0.82846 0.048 -0.005 0.114 -0.4731
O 0.07697 1.05133 0.58787 -0.790 -0.544 -0.451 -0.8210
H 4.06766 -1.66247 0.30482 0.009 -0.004 -0.003 0.2334
H 5.38259 -0.91989 1.22848 -0.002 0.001 -0.004 0.2896
H 5.33213 -0.74929 -0.52925 -0.002 0.001 0.004 0.2901
H 5.42218 1.95383 0.69265 -0.006 -0.001 -0.003 0.4949
H 2.05162 4.66983 1.00121 0.133 0.054 0.022 0.5040
C -2.73025 1.10791 1.49628 0.088 -0.040 -0.071 -0.9659
As -1.68809 0.96791 -0.09813 -0.620 1.338 0.349 1.8994
C -1.85411 2.62382 -1.04115 0.018 -0.045 -0.125 -0.9840
C -2.17185 -0.49447 -1.21252 0.535 0.146 -0.163 -0.4794
C -2.87280 -0.10353 -2.35141 -0.058 0.030 -0.065 -0.1552
C -3.34843 -1.07726 -3.22617 0.059 0.096 0.024 -0.1526
C -3.08265 -2.41048 -2.97969 0.039 -0.040 0.057 -0.1086
C -2.35348 -2.78729 -1.84891 -0.229 -0.089 0.035 -0.1955
C -1.90529 -1.83809 -0.94831 0.000 -0.345 0.154 -0.2499
As -0.81122 -2.35931 0.55063 0.121 0.386 -0.104 1.0148
C -0.12468 -4.12035 0.16427 0.081 0.072 0.054 -0.9281
C -1.83652 -2.56583 2.17093 0.012 -0.103 0.015 -0.9230
H -3.70221 1.43074 1.11040 -0.057 -0.034 0.128 0.2975
H -2.31831 1.87330 2.15207 0.030 0.029 -0.039 0.2958
H -2.84011 0.16059 2.01357 -0.010 0.015 -0.037 0.2701
H -2.92064 2.85677 -1.06987 0.000 -0.033 -0.083 0.2982
H -1.44280 2.54753 -2.04612 -0.034 -0.032 -0.004 0.2865
H -1.33837 3.39734 -0.48134 -0.115 -0.003 0.026 0.3066
H -3.06739 0.93657 -2.57625 0.013 -0.013 -0.024 0.2471
H -3.89141 -0.77662 -4.11210 -0.041 -0.004 0.023 0.2735
H -3.42972 -3.17062 -3.66737 0.003 0.004 -0.003 0.2710
H -2.16627 -3.84023 -1.68276 0.037 0.007 -0.012 0.2450
H 0.45144 -4.13268 -0.75832 -0.045 0.015 -0.030 0.2723
H -0.97557 -4.79799 0.09248 0.016 -0.029 -0.003 0.2798
H 0.50007 -4.43294 1.00049 -0.009 -0.018 -0.002 0.2782
H -2.76026 -3.10079 1.95400 -0.013 0.029 -0.041 0.2805
H -2.04672 -1.61330 2.64701 0.010 -0.027 -0.005 0.2470
H -1.23059 -3.16766 2.84886 0.002 0.019 0.015 0.2824



Entry 2:
45
Properties=species:S:1:pos:R:3:forces:R:3:nbo_charge:R:1 method="wB97M-V/def2-TZVPD" largest_force_ev_per_a=2.49 total_charge=-2 mol_weight_g_mol=566.3 lumo_ev=3.7 relative_energy_ev=6.161 homo_lumo_gap_ev=3.485 e_tot_ev=-56091.54201
C -1.91846 2.43036 -0.18191 1.416 -0.201 0.106 -0.1031
C -0.71612 2.97825 -0.71764 -0.229 -0.260 1.101 -0.1470
C 0.25404 3.04158 0.31729 -1.105 -0.206 0.484 -0.0835
C -0.52230 3.40562 -2.11756 0.112 0.278 -0.819 -0.6301
C -0.32422 2.51373 1.51110 -0.205 0.009 -1.427 -0.1707
C -1.67858 2.11243 1.20413 1.246 -0.423 -0.665 -0.0953
C -2.63253 1.48835 2.14220 -0.732 -0.315 0.554 -0.6657
C -3.16818 2.21080 -0.93515 -0.646 -0.059 -0.382 -0.6491
C 1.63691 3.54516 0.16155 0.595 0.246 -0.202 -0.6388
C 0.34817 2.37192 2.81946 0.451 -0.031 0.776 -0.6295
Pb -0.35312 0.04908 -0.09869 -1.600 1.059 -0.620 1.5132
Cl 0.75478 -0.02353 -2.85959 0.015 0.034 0.128 -0.7942
Cl -2.49525 -1.00947 -0.69494 0.124 -0.002 -0.055 -0.5301
O 0.35960 -1.30910 1.59996 1.602 0.085 0.570 -1.0802
H -1.12836 2.81369 -2.81668 0.078 0.129 0.182 0.2228
H 0.51615 3.27331 -2.44925 -0.170 0.044 0.107 0.2169
H -0.78841 4.46865 -2.25673 0.056 -0.166 -0.068 0.1779
H 2.08458 3.17873 -0.76884 0.036 0.013 0.040 0.2121
H 2.28879 3.22653 0.98035 -0.042 -0.003 -0.011 0.1946
H 1.69295 4.64447 0.12039 -0.021 -0.097 0.034 0.1838
H 1.41337 2.12876 2.69542 -0.125 0.029 0.038 0.1939
H -0.09192 1.56386 3.41774 0.029 0.130 -0.089 0.2131
H 0.31937 3.28530 3.44565 -0.085 -0.214 -0.195 0.1866
H -2.11012 0.89175 2.90398 -0.171 0.126 -0.152 0.2158
H -3.31945 0.79176 1.63766 0.192 0.075 0.145 0.2755
H -3.25623 2.22962 2.67982 0.201 -0.150 -0.156 0.1875
H -2.95915 1.79126 -1.92537 -0.042 0.029 0.087 0.2243
H -3.72431 3.14752 -1.09345 0.049 -0.040 0.060 0.1856
H -3.83338 1.50111 -0.43730 0.106 0.087 -0.007 0.2437
H 0.99448 -0.90353 2.28187 -0.971 -1.018 -1.633 0.4671
O -4.14535 -2.27804 1.62224 -0.286 -0.689 1.319 -1.3630
H -4.18518 -2.79400 2.47158 0.032 0.649 -1.057 0.3720
O 2.33844 -2.00127 -0.60740 -0.433 1.419 0.570 -0.7002
B 0.97751 -1.94059 -0.35745 -0.321 0.018 1.253 1.0670
O 0.33436 -3.16805 -0.62879 -0.279 2.128 1.063 -0.6502
C 1.36759 -3.97130 -0.87919 -0.282 -2.358 -0.746 0.2280
C 1.27873 -5.34846 -1.08288 0.749 1.052 -0.103 -0.2281
C 2.46983 -5.98625 -1.43388 0.138 0.964 0.206 -0.2405
C 3.67377 -5.25987 -1.56134 -0.732 0.243 0.192 -0.2415
C 3.73845 -3.87446 -1.32477 -0.711 -0.796 0.090 -0.2704
C 2.54668 -3.27995 -0.94839 1.290 -0.738 -0.370 0.2878
H 0.32007 -5.81914 -0.96504 -0.117 -0.302 -0.084 0.2296
H 2.43549 -7.03959 -1.60517 0.236 -0.547 -0.124 0.1989
H 4.56652 -5.78163 -1.83548 0.390 -0.240 -0.162 0.1958
H 4.63997 -3.29534 -1.42951 0.163 0.009 0.025 0.2180



Entry 3:
40
Properties=species:S:1:pos:R:3:forces:R:3:nbo_charge:R:1 method="wB97M-V/def2-TZVPD" largest_force_ev_per_a=4.44 mol_weight_g_mol=256.2 lumo_ev=0.7 relative_energy_ev=0.069 homo_lumo_gap_ev=9.832 smiles=CC1(C)[C@@H]2C[C@H]3OB(c4ccccc4)O[C@@]3(C)[C@H]1C2 e_tot_ev=-21704.43882
O -0.88291 -0.90352 -0.58279 1.576 0.275 -1.169 -0.6951
O 1.06738 -0.02158 -1.80802 -3.268 -0.718 2.925 -0.6915
B 0.33335 -1.12731 -1.25065 0.908 1.117 -0.225 1.1451
C 1.31883 -5.28628 -1.38188 -1.044 0.540 0.407 -0.2205
C 1.34282 -4.63690 -0.14460 -0.096 0.336 -0.138 -0.1968
C 0.98677 -4.58878 -2.52481 0.157 0.454 -0.235 -0.1985
C 1.16821 -3.27009 -0.09109 0.046 0.465 -1.882 -0.1786
C 0.65907 -3.21902 -2.48227 1.802 -1.130 0.660 -0.1868
C 0.88593 -2.54726 -1.30112 -0.961 -1.099 1.472 -0.3896
C -1.03948 3.51667 0.66135 -1.131 -1.357 3.465 -0.6344
C -0.77609 2.70143 3.09449 -1.153 -1.596 -1.200 -0.6235
C 0.50231 0.37396 1.54762 0.688 0.232 1.450 -0.4141
C -0.53624 2.33372 1.60044 1.409 -0.094 -1.912 0.0278
C -2.30939 0.98149 -1.16295 0.322 -0.971 0.309 -0.6318
C 1.28097 1.98428 -0.31739 -0.357 -1.951 2.223 -0.4358
C 1.00866 1.81540 1.23592 -1.734 0.045 -0.638 -0.2087
C -0.92232 0.79754 1.16273 0.105 1.208 0.290 -0.2373
C -0.99212 0.50081 -0.45884 -0.945 1.594 2.586 0.2655
C 0.29774 1.09730 -1.12719 0.687 1.478 -3.045 0.0502
H 1.31082 -6.35517 -1.43421 0.574 -0.468 0.016 0.2115
H 1.43328 -5.18577 0.77310 0.280 -0.279 0.227 0.2094
H 1.06754 -5.14029 -3.43925 -0.469 -0.053 -0.572 0.2084
H 1.25567 -2.70887 0.81681 -0.076 0.007 0.496 0.2075
H 0.43551 -2.60418 -3.32055 -0.346 -0.119 -0.935 0.2121
H -1.98515 3.87599 1.15905 0.729 -0.131 -0.770 0.2081
H -0.35037 4.33626 0.64355 0.457 0.354 -0.328 0.2133
H -1.29059 3.06002 -0.24664 -0.027 0.253 -1.501 0.2013
H -1.87881 2.87166 3.29533 1.287 0.160 -0.299 0.2108
H -0.14911 3.51852 3.37318 0.146 0.848 0.199 0.2152
H -0.50034 1.85984 3.71523 0.162 -0.265 0.306 0.2086
H 0.71458 0.08143 2.63873 -0.683 0.442 -1.544 0.2201
H 0.85421 -0.43942 0.92530 0.524 -0.111 0.076 0.1942
H -2.36425 2.06162 -1.29314 0.051 -0.198 -0.052 0.2130
H -3.26550 0.63821 -0.68746 1.093 0.150 -0.092 0.2278
H -2.24268 0.49059 -2.13793 -0.284 0.276 -0.151 0.2192
H 2.33607 1.75882 -0.54680 -0.544 -0.355 -0.023 0.2381
H 1.16661 3.00792 -0.50861 -0.380 1.449 -0.708 0.2118
H 1.82064 2.24426 1.80684 0.183 0.010 0.300 0.2052
H -1.72878 0.40979 1.82371 0.122 -0.190 -1.126 0.2200
H -0.03284 1.71693 -2.02522 0.189 -0.611 1.139 0.1989